Entry from the OMol25 dataset: a 8-piece molecular cluster, C45H94Cl2NO19 overall (ωB97M-V/def2-TZVPD).

XYZ file:
```
161
Properties=species:S:1:pos:R:3:forces:R:3
C 5.780114 -4.065989 0.821615 -0.005 -0.087 0.049
C 5.326379 -4.116806 -0.629971 0.141 -0.256 0.042
O 5.674382 -2.910752 -1.315837 -0.120 0.183 0.168
C 4.592405 -2.265140 -1.946758 0.174 0.156 -0.048
C 3.538891 -1.738516 -0.964109 0.087 -0.499 -0.424
O 3.442733 -0.299963 -1.012207 -0.327 0.101 0.559
C 4.263082 0.398970 -0.240976 0.198 -0.085 -0.265
C 5.442775 -0.141686 0.279636 -0.179 -0.166 0.064
C 6.257210 0.633299 1.060615 -0.069 0.368 0.090
C 7.542694 0.156105 1.644098 -0.187 -0.235 0.014
N 5.893369 1.911318 1.280292 0.087 -0.216 0.062
C 4.788532 2.488866 0.747314 0.526 0.249 0.363
C 4.609381 3.943404 1.085058 0.197 -0.095 0.470
Cl 3.832072 3.972888 2.698728 0.017 0.188 -0.001
C 5.917856 4.762589 0.995683 -0.275 0.324 -0.480
C 6.794878 4.327270 -0.177654 0.252 0.342 0.145
Cl 6.894565 4.772869 2.487487 0.079 -0.183 0.167
C 3.933924 1.755217 -0.011574 -0.333 -0.203 -0.437
C 2.718492 2.391949 -0.627347 0.172 0.065 -0.089
C 1.659077 2.833270 0.353307 -0.429 0.537 -0.043
O 1.088755 3.873751 0.286962 0.252 -0.369 0.215
O 1.416613 1.930771 1.391678 0.136 -0.233 -0.079
C 0.677990 0.835497 1.007956 -0.197 0.224 -0.063
C 0.684368 -0.254140 2.027971 -0.230 0.276 0.075
O 0.115374 0.823945 -0.049347 0.140 -0.193 -0.082
H 6.639369 -3.403666 0.919674 0.060 0.019 -0.025
H 6.098471 -5.051256 1.157769 -0.043 -0.046 0.022
H 4.993496 -3.735482 1.499979 -0.008 0.155 -0.004
H 4.251847 -4.300306 -0.691351 -0.064 0.010 -0.056
H 5.823026 -4.944989 -1.135695 0.022 0.028 -0.124
H 5.009561 -1.407318 -2.476064 0.066 -0.011 -0.051
H 4.131630 -2.902817 -2.704315 -0.050 -0.150 0.089
H 3.754708 -2.070771 0.051105 0.055 0.107 0.085
H 2.563607 -2.129718 -1.224609 -0.216 0.286 0.006
H 5.733243 -1.162784 0.076463 0.011 -0.026 -0.074
H 8.368473 0.431469 0.987212 0.056 0.087 0.035
H 7.511460 -0.927934 1.724181 0.090 -0.023 -0.029
H 7.699907 0.557888 2.642897 0.092 0.133 -0.005
H 6.490995 2.488305 1.867920 -0.024 0.045 0.040
H 3.894759 4.436905 0.433237 0.029 -0.175 -0.224
H 5.619630 5.797693 0.838004 -0.071 0.033 0.144
H 7.389654 5.177551 -0.504045 -0.047 0.044 -0.090
H 6.204861 3.971973 -1.021321 -0.038 -0.019 -0.057
H 7.513458 3.570160 0.124736 -0.072 -0.231 -0.164
H 2.243638 1.715692 -1.334683 -0.028 -0.092 0.000
H 3.015067 3.285482 -1.173182 -0.098 -0.007 -0.147
H 1.501252 -0.932510 1.784573 0.007 -0.122 0.069
H -0.269539 -0.772181 1.976693 0.025 -0.143 -0.060
H 0.818931 0.149479 3.026983 0.143 -0.008 0.035
C -1.847752 -5.655484 -1.551314 -0.069 -0.053 -0.015
O -2.009427 -4.739205 -0.479152 0.039 0.099 -0.064
C -0.998200 -4.805144 0.505192 -0.156 -0.017 -0.017
C 0.028880 -3.710148 0.324243 0.215 0.074 -0.014
O 0.753519 -3.823083 -0.895899 -0.059 0.025 -0.057
C 0.230025 -2.985932 -1.918797 0.117 -0.013 -0.076
H -2.497990 -5.332551 -2.362341 -0.003 -0.016 -0.005
H -0.817397 -5.679128 -1.913503 0.011 0.012 0.014
H -2.143888 -6.663522 -1.244459 0.044 -0.011 0.001
H -0.513772 -5.786830 0.505298 0.014 -0.006 -0.026
H -1.480193 -4.666753 1.478263 0.044 -0.021 0.028
H 0.751012 -3.761421 1.146774 -0.001 -0.017 -0.012
H -0.458554 -2.733261 0.352899 -0.043 -0.008 0.121
H 0.514336 -1.940045 -1.743437 -0.110 0.033 -0.007
H -0.856795 -3.042145 -1.991239 -0.008 -0.060 0.063
H 0.661155 -3.317565 -2.862972 0.021 0.003 0.009
C 9.272248 0.703176 -2.212746 -0.027 0.007 -0.013
O 9.404455 1.762716 -1.276452 -0.062 -0.053 0.118
C 10.536515 1.625242 -0.424335 -0.113 0.050 0.031
C 11.715949 2.449356 -0.892078 0.169 0.003 -0.045
O 12.201855 2.010977 -2.143760 -0.132 -0.082 -0.026
C 11.768608 2.795405 -3.242436 0.062 0.028 0.012
H 8.580925 1.033400 -2.986323 -0.020 0.012 0.015
H 10.228773 0.454256 -2.673861 0.002 0.007 -0.006
H 8.863491 -0.195005 -1.733529 0.035 -0.013 0.003
H 10.825932 0.572218 -0.346088 0.018 -0.016 -0.015
H 10.241787 1.971695 0.572768 0.028 0.010 0.001
H 12.525910 2.335784 -0.165752 -0.012 0.027 0.022
H 11.444806 3.509533 -0.931010 -0.033 0.003 0.004
H 12.326660 3.735609 -3.290029 -0.032 0.018 0.006
H 10.699720 3.014884 -3.186473 -0.009 -0.005 -0.002
H 11.967363 2.224462 -4.147107 0.033 0.000 0.004
C -6.018357 -0.786682 -0.252641 -0.095 0.020 0.038
O -5.368836 0.448927 -0.505211 0.119 -0.066 0.001
C -4.950751 1.122226 0.667218 -0.097 0.066 -0.108
C -3.486883 0.888078 0.969117 0.053 -0.035 0.098
O -3.216064 -0.473229 1.274702 0.019 0.022 0.015
C -2.722150 -1.216213 0.174648 0.007 -0.081 0.086
H -6.053330 -1.339028 -1.190149 -0.011 0.038 -0.027
H -5.488580 -1.383431 0.491983 -0.019 -0.003 0.011
H -7.043329 -0.619204 0.094329 0.006 -0.041 0.041
H -5.561435 0.819200 1.524798 0.000 -0.022 0.011
H -5.107499 2.192585 0.502193 0.008 0.003 0.032
H -3.207416 1.479289 1.846852 -0.014 0.017 -0.012
H -2.871782 1.220796 0.126876 0.006 -0.016 -0.024
H -1.664232 -0.982925 0.010097 -0.050 0.045 -0.153
H -3.282015 -1.016190 -0.741037 0.007 0.030 -0.005
H -2.823613 -2.273780 0.418910 -0.009 0.003 -0.003
C -8.287462 -2.240011 2.826405 0.025 0.059 -0.048
O -7.270477 -2.994450 2.187255 -0.044 -0.105 0.025
C -6.200720 -3.353674 3.042498 0.042 0.089 -0.150
C -6.316342 -4.777267 3.541822 -0.001 -0.077 0.118
O -7.451813 -4.968010 4.364612 -0.034 0.083 -0.030
C -8.557661 -5.543322 3.692003 0.015 -0.018 0.019
H -9.165246 -2.250281 2.184105 0.018 0.032 -0.033
H -8.553184 -2.658177 3.799492 0.007 -0.016 0.001
H -7.966678 -1.201092 2.958159 -0.015 -0.003 0.058
H -6.139040 -2.663009 3.889972 -0.009 -0.005 0.023
H -5.274531 -3.260037 2.464524 0.019 0.008 0.031
H -5.433687 -5.008629 4.146630 0.015 -0.001 -0.026
H -6.335511 -5.469984 2.693757 -0.007 0.005 -0.023
H -8.406926 -6.618741 3.548100 0.001 0.006 -0.036
H -8.729915 -5.071721 2.722226 -0.007 0.005 -0.003
H -9.434041 -5.393417 4.319894 0.011 -0.019 0.024
C 5.710881 8.922869 -0.130669 0.007 0.024 -0.039
O 4.817764 8.076615 0.577312 0.009 -0.072 0.003
C 4.887916 8.229506 1.989382 0.045 -0.205 0.012
C 3.807233 9.130582 2.543879 -0.052 0.137 0.032
O 3.944673 10.462612 2.091327 0.084 -0.040 -0.105
C 3.082835 10.799735 1.017265 -0.027 0.025 0.052
H 5.394001 8.935075 -1.171904 -0.001 -0.030 -0.003
H 5.690601 9.941554 0.259229 -0.004 -0.005 0.002
H 6.736491 8.539884 -0.075966 0.005 0.030 0.032
H 5.874047 8.604164 2.281629 0.007 0.024 -0.003
H 4.766726 7.229112 2.421304 -0.014 0.052 0.099
H 3.894701 9.143624 3.634266 -0.010 -0.039 -0.002
H 2.818455 8.735290 2.289059 -0.003 -0.021 -0.016
H 2.062578 10.965322 1.377434 -0.010 -0.031 -0.022
H 3.070174 10.022814 0.249469 0.002 -0.005 -0.011
H 3.454534 11.724758 0.580959 -0.005 0.016 0.027
C -9.500142 1.301222 2.672166 0.005 -0.023 0.009
O -10.501280 0.304045 2.586726 0.015 0.056 -0.056
C -11.763435 0.724721 3.081346 0.040 -0.135 0.049
C -12.699253 1.152190 1.972632 -0.090 0.109 -0.042
O -12.226773 2.296175 1.283295 0.108 -0.020 0.041
C -11.577936 2.000107 0.060210 -0.042 0.017 -0.005
H -8.677698 0.995964 2.025641 0.004 -0.019 0.006
H -9.869401 2.273534 2.339560 0.003 0.002 -0.008
H -9.126991 1.390866 3.698963 -0.015 0.031 0.000
H -11.638308 1.539016 3.801827 -0.002 0.024 -0.005
H -12.207534 -0.125527 3.607275 -0.009 0.015 0.009
H -13.666283 1.411863 2.413123 -0.006 -0.025 0.000
H -12.858033 0.323355 1.275202 0.015 -0.021 0.000
H -12.309309 1.758737 -0.718537 0.015 -0.035 -0.002
H -10.878524 1.167473 0.164626 0.009 -0.002 -0.001
H -11.027819 2.890243 -0.240431 -0.027 0.017 -0.005
C -6.166667 -7.061905 -6.308465 -0.041 -0.013 0.012
O -6.611579 -5.908977 -5.616652 0.107 0.045 -0.033
C -6.203432 -5.858682 -4.262216 -0.144 0.000 -0.044
C -4.997144 -4.968317 -4.061669 0.127 -0.020 0.080
O -3.843096 -5.463954 -4.725373 -0.063 0.014 0.009
C -3.596157 -4.833787 -5.970326 0.047 -0.015 0.014
H -6.292740 -6.871953 -7.372791 -0.033 0.004 0.001
H -5.114203 -7.273862 -6.106458 0.005 0.003 -0.004
H -6.767659 -7.935179 -6.033678 0.030 -0.014 0.016
H -5.993636 -6.865364 -3.886249 0.024 -0.008 0.004
H -7.037195 -5.449841 -3.683784 0.012 -0.013 0.025
H -4.768704 -4.926472 -2.991549 -0.025 0.018 0.002
H -5.221801 -3.951161 -4.397731 -0.016 0.007 -0.017
H -3.153085 -3.842390 -5.822420 -0.035 0.015 -0.014
H -4.510187 -4.732689 -6.558181 -0.004 -0.005 -0.007
H -2.889587 -5.456255 -6.517061 0.020 0.004 0.019
```
Positions in Å, forces in eV/Å.

Total energy   -113613.2811 eV
M   1024.14 g mol⁻¹
LUMO energy   -3.38 eV
HOMO-LUMO gap   6.83 eV
HOMO energy   -10.22 eV
Charge   +1

Results of the Löwdin charge analysis, in e, for atoms 1 through 8: atom 1 (C): -0.063, atom 2 (C): -0.242, atom 3 (O): -0.168, atom 4 (C): -0.165, atom 5 (C): -0.097, atom 6 (O): 0.017, atom 7 (C): -0.160, atom 8 (C): 0.101